1.
{
  "formula": "C18H68N2O16PS",
  "method": "ωB97M-V with the def2-TZVPD basis set",
  "energy_ha": -2779.0066,
  "charge": 1,
  "homo_ev": -11.158,
  "homo_lumo_gap_ev": 7.8,
  "species": ["C", "C", "O", "N", "C", "S", "C", "P", "N", "O", "H", "H", "H", "H", "H", "H", "H", "H", "H", "H", "H", "H", "C", "O", "H", "H", "H", "H", "C", "O", "H", "H", "H", "H", "C", "O", "H", "H", "H", "H", "C", "O", "H", "H", "H", "H", "C", "O", "H", "H", "H", "H", "C", "O", "H", "H", "H", "H", "C", "O", "H", "H", "H", "H", "C", "O", "H", "H", "H", "H", "C", "O", "H", "H", "H", "H", "C", "O", "H", "H", "H", "H", "C", "O", "H", "H", "H", "H", "C", "O", "H", "H", "H", "H", "C", "O", "H", "H", "H", "H", "C", "O", "H", "H", "H", "H"],
  "xyz": [[-0.811, -1.141, 1.427], [-1.694, -2.035, 0.652], [-2.022, -3.147, 0.991], [-2.268, -1.448, -0.568], [-3.588, -0.831, -0.246], [-2.363, -2.388, -1.945], [-2.207, -4.155, -1.660], [-0.378, -1.897, -2.839], [-0.320, -2.993, -4.101], [-0.693, -0.475, -3.541], [-1.429, -0.449, 1.990], [-0.269, -1.722, 2.160], [-0.125, -0.590, 0.802], [-4.360, -1.583, -0.144], [-3.484, -0.302, 0.691], [-3.852, -0.124, -1.018], [-1.705, -4.517, -2.553], [-3.202, -4.569, -1.622], [-1.605, -4.386, -0.799], [0.584, -2.874, -4.566], [-1.013, -2.830, -4.829], [-1.421, 0.025, -3.159], [-0.325, 1.860, 4.350], [-1.322, 0.961, 3.865], [-0.325, 2.741, 3.712], [-0.568, 2.157, 5.372], [0.671, 1.408, 4.324], [-1.322, 0.212, 4.470], [-2.181, 0.845, 7.504], [-1.803, -0.115, 6.510], [-2.938, 1.483, 7.060], [-2.594, 0.364, 8.392], [-1.324, 1.461, 7.782], [-1.118, -0.678, 6.874], [-5.453, -3.186, 2.188], [-4.448, -3.835, 2.946], [-6.404, -3.389, 2.670], [-5.305, -2.100, 2.168], [-5.496, -3.569, 1.161], [-3.597, -3.678, 2.532], [-3.058, 4.752, 4.435], [-2.108, 5.771, 4.722], [-3.654, 4.594, 5.331], [-3.722, 5.053, 3.620], [-2.552, 3.819, 4.170], [-1.580, 5.911, 3.931], [3.628, -1.430, -4.977], [2.658, -2.082, -5.829], [3.084, -0.793, -4.285], [4.196, -2.169, -4.414], [4.307, -0.813, -5.561], [3.149, -2.646, -6.432], [6.006, 0.485, -2.625], [6.367, -0.335, -3.751], [5.189, 1.123, -2.933], [5.674, -0.137, -1.797], [6.848, 1.108, -2.315], [7.086, -0.905, -3.476], [-2.937, 4.815, 7.761], [-1.632, 4.489, 7.285], [-3.064, 4.350, 8.735], [-3.056, 5.897, 7.861], [-3.704, 4.428, 7.082], [-1.523, 4.904, 6.423], [4.488, 2.666, -6.213], [4.633, 1.945, -4.990], [3.782, 3.474, -6.041], [5.441, 3.094, -6.536], [4.097, 2.028, -7.009], [5.273, 1.239, -5.129], [2.814, -5.029, -2.266], [2.897, -3.603, -2.313], [3.685, -5.383, -1.723], [1.914, -5.359, -1.739], [2.824, -5.461, -3.269], [2.137, -3.280, -2.798], [3.772, -0.211, -9.536], [2.935, 0.293, -8.498], [3.790, 0.534, -10.325], [4.795, -0.373, -9.184], [3.380, -1.146, -9.946], [2.904, -0.361, -7.795], [2.515, 0.039, -0.222], [3.823, -0.467, -0.431], [2.598, 1.105, -0.029], [1.884, -0.116, -1.106], [2.054, -0.457, 0.637], [3.755, -1.412, -0.597], [1.223, -4.945, -8.543], [0.555, -3.822, -7.967], [0.544, -5.387, -9.265], [2.136, -4.641, -9.063], [1.470, -5.696, -7.788], [1.146, -3.417, -7.330], [-2.255, 3.769, 0.986], [-1.339, 4.797, 1.347], [-2.874, 3.579, 1.858], [-2.899, 4.079, 0.157], [-1.732, 2.845, 0.720], [-0.780, 4.991, 0.593], [-3.336, 3.854, 11.695], [-2.949, 2.862, 10.745], [-4.095, 4.473, 11.224], [-3.761, 3.400, 12.593], [-2.491, 4.486, 11.977], [-2.279, 2.312, 11.154]],
  "forces_ev_per_angstrom": [[0.0, -0.1, 0.1], [-0.1, -1.0, 0.4], [0.2, 0.7, -0.4], [-0.1, 0.0, 0.1], [0.2, 0.0, -0.1], [-0.4, -0.1, -0.7], [0.2, 0.0, -0.3], [1.5, 0.1, 0.6], [-0.4, 0.6, -0.2], [-0.6, -0.3, 0.1], [-0.1, 0.5, 0.1], [0.1, -0.2, 0.1], [0.0, 0.2, -0.2], [-0.2, -0.2, 0.1], [0.0, 0.2, 0.2], [-0.1, 0.2, -0.2], [0.0, 0.0, -0.2], [-0.2, -0.1, 0.3], [0.0, 0.0, 0.2], [0.2, -0.3, 0.0], [-0.1, -0.2, -0.1], [0.0, 0.5, 0.0], [-0.2, -0.1, 0.1], [0.3, -0.1, -0.5], [0.0, 0.0, 0.0], [0.1, 0.1, 0.0], [0.0, 0.0, 0.0], [-0.4, 0.1, 0.4], [0.2, 0.0, -0.1], [0.0, -0.1, -0.1], [0.0, 0.0, 0.0], [0.0, 0.0, 0.0], [-0.1, 0.1, 0.1], [0.0, -0.1, 0.2], [0.2, 0.0, 0.0], [-0.2, 0.0, 0.0], [0.0, 0.0, 0.0], [-0.1, 0.0, 0.0], [0.0, 0.0, 0.0], [0.2, 0.0, -0.1], [0.0, 0.0, -0.3], [-0.1, -0.1, 0.1], [0.1, 0.0, -0.3], [0.0, 0.0, 0.0], [-0.1, -0.1, 0.0], [0.1, 0.0, -0.1], [0.0, -0.2, -0.1], [-0.2, 0.1, 0.1], [0.0, 0.1, 0.0], [0.0, 0.1, 0.0], [0.0, 0.0, 0.0], [0.1, -0.1, 0.0], [0.3, -0.3, 0.0], [-0.3, 0.3, -0.1], [-0.1, 0.1, 0.0], [0.0, 0.1, 0.1], [0.0, 0.0, 0.0], [0.1, -0.1, 0.0], [0.4, 0.0, -0.1], [-0.2, -0.3, 0.3], [0.1, -0.1, 0.0], [-0.1, 0.0, 0.0], [-0.1, 0.0, 0.3], [0.0, 0.3, -0.1], [0.1, -0.2, -0.1], [-0.1, 0.1, -0.2], [0.0, 0.0, 0.1], [0.0, 0.1, 0.0], [0.0, 0.0, 0.0], [0.1, 0.0, 0.1], [-0.1, 0.1, -0.1], [0.1, -0.1, 0.2], [0.0, 0.0, 0.0], [0.0, 0.0, 0.0], [0.0, 0.0, 0.0], [-0.1, 0.1, -0.1], [-0.1, 0.0, 0.2], [0.1, 0.0, -0.2], [0.0, 0.0, 0.0], [0.0, 0.0, 0.0], [0.0, 0.0, 0.0], [-0.1, -0.1, 0.1], [0.2, -0.4, -0.1], [-0.2, 0.1, 0.0], [0.0, 0.0, 0.0], [0.0, 0.1, 0.0], [-0.1, 0.2, 0.0], [0.0, -0.1, -0.1], [0.0, 0.1, 0.1], [-0.1, -0.2, 0.0], [0.0, 0.0, 0.0], [0.0, 0.0, 0.0], [0.0, 0.0, 0.0], [0.1, 0.2, 0.1], [0.2, 0.2, 0.0], [-0.2, -0.2, 0.2], [0.0, -0.1, 0.0], [0.0, 0.0, 0.0], [0.0, 0.0, 0.0], [0.1, 0.1, -0.1], [0.1, -0.2, 0.0], [-0.1, 0.1, 0.0], [0.0, 0.0, 0.0], [0.0, 0.0, 0.0], [0.0, 0.0, 0.0], [0.1, -0.1, 0.0]]
}


2.
{
  "formula": "C18H8BClF4N4O11Sn",
  "method": "ωB97M-V with the def2-TZVPD basis set",
  "energy_ha": -2836.5513,
  "charge": -2,
  "homo_ev": -3.832,
  "relative_energy_kcal_mol": 2.6,
  "homo_lumo_gap_ev": 7.7,
  "species": ["Sn", "O", "C", "O", "C", "C", "Cl", "N", "N", "C", "C", "O", "O", "C", "C", "C", "C", "C", "C", "H", "H", "H", "H", "H", "H", "O", "C", "O", "C", "C", "C", "C", "C", "C", "O", "N", "O", "O", "N", "O", "O", "H", "H", "F", "B", "F", "F", "F"],
  "xyz": [[-0.346, -0.131, -0.547], [3.172, -3.065, 4.015], [2.533, -2.189, 4.750], [2.751, -2.045, 5.936], [1.500, -1.373, 4.046], [0.695, -0.414, 4.638], [0.768, 0.192, 6.225], [-0.145, 0.072, 3.686], [0.100, -0.510, 2.502], [1.073, -1.376, 2.691], [1.564, -2.192, 1.508], [2.442, -3.055, 1.740], [1.060, -1.940, 0.390], [-1.203, 1.026, 3.757], [-1.432, 1.826, 2.644], [-2.497, 2.709, 2.627], [-3.324, 2.815, 3.736], [-3.092, 2.019, 4.848], [-2.044, 1.110, 4.861], [2.840, -3.056, 3.029], [-0.790, 1.745, 1.781], [-2.681, 3.290, 1.731], [-4.160, 3.503, 3.723], [-3.744, 2.085, 5.709], [-1.909, 0.455, 5.707], [-1.463, -1.258, -4.555], [-1.117, -0.551, -3.620], [-1.233, -0.895, -2.376], [-0.577, 0.832, -3.928], [-1.047, 1.440, -5.059], [-0.581, 2.701, -5.450], [0.382, 3.344, -4.700], [0.868, 2.755, -3.552], [0.403, 1.470, -3.099], [0.898, 0.911, -2.061], [1.864, 3.510, -2.821], [2.454, 4.406, -3.430], [2.039, 3.303, -1.636], [-1.085, 3.319, -6.642], [-1.953, 2.741, -7.282], [-0.649, 4.421, -6.963], [-1.780, 0.931, -5.666], [0.744, 4.317, -4.991], [-1.836, 3.538, -2.147], [-2.644, 2.856, -1.241], [-3.275, 3.747, -0.355], [-3.572, 2.043, -1.882], [-1.780, 2.001, -0.425]],
  "forces_ev_per_angstrom": [[-0.2, 0.3, -1.2], [0.1, 0.1, 0.9], [0.2, -0.1, 0.0], [-0.1, 0.1, 0.1], [-0.1, 0.1, 0.1], [0.2, -0.2, -0.3], [-0.2, 0.1, 0.0], [0.2, -0.1, 0.3], [-0.2, -0.1, -0.1], [0.1, -0.1, 0.1], [-0.2, 0.3, -0.3], [-0.3, 0.0, -0.6], [0.2, -0.1, 0.0], [-0.2, 0.2, -0.1], [0.2, -0.1, 0.1], [0.0, 0.1, 0.0], [0.0, 0.0, 0.0], [0.0, 0.0, 0.0], [0.1, -0.1, -0.1], [0.1, -0.2, -0.3], [0.0, 0.0, 0.0], [0.0, 0.0, 0.0], [0.0, 0.0, 0.0], [0.0, 0.0, 0.0], [0.1, 0.0, 0.1], [0.1, 0.1, 0.2], [-0.1, 0.0, -0.3], [0.3, 0.0, 0.8], [0.1, -0.1, 0.3], [-0.1, 0.3, -0.3], [0.2, -0.5, 0.5], [0.0, 0.2, 0.0], [-0.3, -0.6, -0.2], [0.0, 0.4, -0.3], [-0.1, -0.4, 0.7], [0.1, 0.8, 0.4], [0.0, -0.3, 0.0], [0.0, -0.2, -0.2], [-0.4, 0.4, -0.3], [0.2, 0.0, 0.1], [0.1, -0.2, 0.0], [0.0, -0.1, 0.0], [0.0, 0.0, 0.0], [-0.1, 0.0, 0.0], [0.0, 0.0, 0.1], [0.0, 0.0, -0.1], [0.1, 0.1, 0.0], [0.0, 0.0, -0.2]]
}


3.
{
  "formula": "C18H8F5N3O3Re",
  "method": "ωB97M-V with the def2-TZVPD basis set",
  "energy_ha": -1657.6794,
  "charge": 2,
  "homo_ev": [-15.361, -15.476],
  "multiplicity": 4,
  "homo_lumo_gap_ev": [6.5, 6.1],
  "species": ["Re", "O", "C", "N", "C", "O", "C", "C", "C", "C", "C", "N", "C", "C", "C", "C", "C", "N", "H", "H", "H", "H", "H", "H", "H", "H", "F", "C", "C", "F", "C", "F", "C", "O", "C", "F", "C", "F"],
  "xyz": [[-0.327, 0.217, 0.371], [-0.733, 4.129, 1.200], [-0.576, 2.960, 1.279], [0.015, 2.121, 0.263], [1.093, 2.605, -0.551], [1.326, 3.742, -0.785], [1.952, 1.457, -0.999], [3.067, 1.613, -1.776], [3.821, 0.482, -2.083], [3.431, -0.761, -1.597], [2.295, -0.854, -0.824], [1.564, 0.245, -0.524], [-0.967, 2.118, 2.457], [-1.436, 2.644, 3.635], [-1.697, 1.775, 4.688], [-1.487, 0.413, 4.523], [-1.037, -0.061, 3.307], [-0.773, 0.793, 2.303], [3.333, 2.605, -2.118], [4.712, 0.572, -2.691], [3.998, -1.655, -1.812], [1.956, -1.801, -0.423], [-1.575, 3.715, 3.709], [-2.061, 2.160, 5.632], [-1.678, -0.288, 5.322], [-0.884, -1.116, 3.125], [-4.139, -5.164, 0.033], [-3.693, -3.930, 0.102], [-4.589, -2.867, 0.147], [-5.879, -3.109, 0.118], [-4.142, -1.552, 0.226], [-5.003, -0.553, 0.267], [-2.783, -1.305, 0.256], [-2.235, -0.056, 0.316], [-1.935, -2.383, 0.217], [-0.570, -2.022, 0.263], [-2.324, -3.698, 0.138], [-1.447, -4.681, 0.102]],
  "forces_ev_per_angstrom": [[-0.2, 0.2, 0.5], [0.2, 0.1, 0.1], [-0.2, 0.0, -0.3], [0.1, -0.1, 0.1], [0.0, 0.0, 0.1], [0.0, 0.1, 0.0], [-0.2, -0.1, 0.1], [0.1, 0.0, -0.1], [0.0, 0.0, 0.0], [0.0, 0.0, -0.1], [0.0, 0.1, 0.0], [0.1, -0.3, -0.2], [0.1, 0.0, 0.0], [0.0, 0.1, 0.0], [0.0, 0.0, 0.0], [0.0, 0.0, 0.0], [0.0, 0.1, 0.0], [0.0, -0.2, -0.1], [0.0, 0.0, 0.0], [0.0, 0.0, 0.0], [0.0, 0.0, 0.0], [0.0, 0.0, 0.0], [0.0, 0.0, 0.0], [0.0, 0.0, 0.0], [0.0, 0.0, 0.0], [0.0, 0.0, 0.0], [0.0, 0.0, 0.0], [-0.1, -0.1, 0.0], [-0.1, 0.1, 0.0], [0.0, 0.0, 0.0], [-0.3, 0.0, 0.0], [0.0, 0.0, 0.0], [0.2, 0.5, 0.0], [-0.1, -0.3, -0.2], [0.2, -0.2, 0.0], [0.1, 0.0, 0.0], [0.1, 0.0, 0.0], [0.0, 0.0, 0.0]]
}


4.
{
  "formula": "C18H9N2O7PtS",
  "method": "ωB97M-V with the def2-TZVPD basis set",
  "energy_ha": -1845.1882,
  "charge": -1,
  "homo_ev": -4.416,
  "relative_energy_kcal_mol": 4.7,
  "homo_lumo_gap_ev": 6.0,
  "species": ["Pt", "O", "C", "C", "O", "C", "C", "O", "C", "O", "O", "S", "C", "N", "C", "C", "C", "C", "H", "H", "H", "H", "H", "O", "C", "N", "C", "O", "C", "C", "C", "C", "C", "C", "H", "H", "H", "H"],
  "xyz": [[0.416, 1.933, 0.612], [-1.035, 5.036, 5.569], [-0.853, 4.606, 4.460], [0.380, 4.842, 3.591], [1.237, 5.679, 3.781], [0.262, 3.854, 2.521], [-0.963, 3.192, 2.578], [-1.266, 2.285, 1.694], [-1.781, 3.671, 3.688], [-2.934, 3.418, 3.968], [1.143, 3.557, 1.614], [2.343, 1.826, -0.684], [2.525, 0.179, -1.094], [2.250, -0.777, -0.176], [2.316, -2.103, -0.408], [2.742, -2.566, -1.616], [3.057, -1.621, -2.608], [2.953, -0.279, -2.357], [1.796, -0.450, 0.680], [1.990, -2.735, 0.404], [2.791, -3.627, -1.804], [3.356, -1.958, -3.593], [3.148, 0.461, -3.119], [-1.123, 1.081, -2.324], [-1.091, 0.229, -1.469], [-0.482, 0.316, -0.227], [-0.596, -0.872, 0.446], [-0.093, -1.163, 1.520], [-1.391, -1.817, -0.410], [-1.763, -3.129, -0.208], [-2.448, -3.764, -1.242], [-2.733, -3.096, -2.430], [-2.347, -1.770, -2.619], [-1.678, -1.153, -1.585], [-1.535, -3.635, 0.722], [-2.766, -4.793, -1.124], [-3.265, -3.618, -3.215], [-2.562, -1.238, -3.537]],
  "forces_ev_per_angstrom": [[0.2, 0.3, -0.1], [-0.1, 0.1, -0.1], [0.0, 0.0, 0.1], [0.0, 0.1, -0.1], [0.0, -0.1, 0.0], [0.0, 0.0, 0.2], [0.0, 0.1, -0.1], [0.0, -0.2, 0.2], [-0.1, 0.1, 0.0], [0.0, -0.1, 0.0], [0.0, -0.2, -0.1], [-0.4, -0.2, -0.2], [0.0, 0.3, 0.2], [-0.3, 0.0, -0.1], [0.0, 0.0, -0.1], [0.0, -0.1, 0.1], [0.0, 0.1, 0.0], [0.2, -0.1, -0.1], [0.1, 0.0, 0.2], [0.0, 0.0, 0.0], [0.0, 0.0, 0.0], [0.0, 0.0, 0.0], [0.0, 0.0, 0.0], [0.0, 0.0, 0.0], [0.0, 0.1, -0.1], [0.2, -0.1, 0.2], [-0.3, 0.0, 0.0], [0.2, 0.0, -0.1], [0.0, 0.0, 0.0], [0.0, 0.0, 0.0], [0.0, 0.0, 0.0], [0.0, 0.0, 0.0], [0.0, 0.0, 0.0], [0.0, 0.0, 0.0], [0.0, 0.0, 0.0], [0.0, 0.0, 0.0], [0.0, 0.0, 0.0], [0.0, 0.0, 0.0]]
}


What are the molecular weight values for these records? In order: 631.8, 697.2, 595.5, 592.4 g mol⁻¹.
What are the max |F| values for these records? In order: 1.592, 1.234, 0.590, 0.441 eV/A.